1.
{"formula": "CH4N4O3", "method": "ωB97M-V/def2-TZVPD", "mol_weight_da": 120.1, "largest_force_ev_per_a": 5.1, "homo_lumo_gap_ev": 10.8, "e_above_lowest_kj_mol": 226.9, "smiles": "[H]/N=C1\\NN1[N+](=O)[O-].O", "lumo_energy_ev": 0.15, "homo_energy_ev": -10.7, "e_tot_ha": -485.009428, "elements": ["H", "N", "C", "N", "N", "N", "O", "O", "H", "O", "H", "H"], "coordinates": [[-0.4059, -2.4972, -0.0531], [0.2328, -1.8418, 0.4775], [0.2612, -0.7455, 0.0073], [0.1171, -0.0764, -1.1753], [0.7706, 0.5395, -0.0335], [2.1621, 0.9810, -0.1114], [2.4569, 1.5645, -1.1180], [2.8305, 0.6302, 0.8253], [-0.8152, 0.2299, -1.5069], [-2.4032, 0.0816, 0.8555], [-3.1275, 0.1851, 1.3931], [-2.0795, 0.9491, 0.4393]], "forces_ev_per_a": [[1.107, 1.020, 0.726], [-1.137, -4.076, 1.919], [1.072, 1.376, -2.301], [-0.297, 0.123, -1.943], [-1.133, 1.858, 1.497], [-0.128, -2.038, -1.054], [-0.012, 0.265, 0.527], [-0.186, 0.681, -0.139], [0.746, 0.660, 0.780], [3.821, 0.921, -3.310], [-2.568, 0.992, 1.805], [-1.286, -1.784, 1.493]]}



2.
{"formula": "C9H18IO16S4", "method": "ωB97M-V/def2-TZVPD", "charge": -1, "mol_weight_da": 637.4, "largest_force_ev_per_a": 2.4, "homo_lumo_gap_ev": 3.9, "lumo_energy_ev": 1.60, "homo_energy_ev": -2.3, "e_tot_ha": -3447.866316, "elements": ["C", "I", "H", "H", "C", "C", "O", "S", "O", "O", "O", "H", "H", "H", "H", "C", "C", "O", "S", "O", "O", "O", "H", "H", "H", "H", "C", "C", "O", "S", "O", "O", "O", "H", "H", "H", "H", "C", "C", "O", "S", "O", "O", "O", "H", "H", "H", "H"], "coordinates": [[3.5084, -1.0614, -2.2903], [1.3236, -1.0548, -1.8380], [4.0136, -0.1286, -1.7507], [3.9840, -2.0138, -1.7534], [6.5071, 2.7218, -2.3762], [7.4744, 3.4660, -1.4595], [7.0931, 3.0969, -0.1362], [6.5137, 1.5723, -0.1575], [7.5799, 0.6788, 0.2372], [5.2119, 1.5695, 0.4685], [6.3142, 1.4446, -1.7705], [5.5373, 3.2279, -2.4200], [6.9032, 2.6077, -3.3888], [7.4201, 4.5496, -1.5883], [8.5050, 3.1319, -1.6195], [0.5071, -5.0782, -0.6762], [1.4744, -4.3340, 0.2405], [1.0931, -4.7031, 1.5638], [0.5137, -6.2277, 1.5425], [1.5799, -7.1212, 1.9372], [-0.7881, -6.2305, 2.1685], [0.3142, -6.3554, -0.0705], [-0.4627, -4.5721, -0.7200], [0.9032, -5.1923, -1.6888], [1.4201, -3.2504, 0.1117], [2.5050, -4.6681, 0.0805], [-1.4621, 1.5014, 0.3110], [-2.3717, 2.6631, 0.7019], [-2.1613, 3.6553, -0.3001], [-1.8282, 2.9166, -1.7156], [-3.0498, 2.8464, -2.4863], [-0.5980, 3.4641, -2.2383], [-1.5215, 1.4332, -1.1127], [-0.4247, 1.6988, 0.5996], [-1.7879, 0.5555, 0.7520], [-2.1380, 3.0600, 1.6927], [-3.4255, 2.3671, 0.6681], [-7.4653, 0.2209, 2.7443], [-7.8384, 1.3787, 1.8222], [-6.6053, 1.8182, 1.2574], [-5.6060, 0.5380, 1.1053], [-5.6954, 0.0550, -0.2548], [-4.3518, 0.8587, 1.7459], [-6.4314, -0.4895, 2.0650], [-7.0602, 0.5875, 3.6930], [-8.3143, -0.4388, 2.9428], [-8.3304, 2.1948, 2.3566], [-8.4825, 1.0391, 1.0041]], "forces_ev_per_a": [[2.267, -0.088, 0.819], [0.306, -0.001, 0.337], [-1.419, -1.737, -0.541], [-1.224, 1.726, -0.585], [-0.260, 0.517, -0.078], [0.363, -0.191, -0.487], [-0.586, -0.507, -0.068], [-0.630, -0.733, 0.162], [-1.433, 1.028, -0.357], [2.057, 0.025, -0.539], [0.640, 0.200, 1.042], [0.099, -0.013, -0.033], [-0.069, -0.228, 0.239], [-0.118, -0.173, 0.254], [-0.066, 0.055, -0.075], [-0.087, 1.020, -0.228], [0.551, 0.047, -0.865], [-1.038, -1.299, 0.353], [0.309, 0.444, -0.199], [-1.549, 0.722, -0.259], [1.598, -0.244, -0.404], [0.375, -0.368, 1.288], [0.146, 0.034, -0.039], [-0.047, -0.150, 0.281], [-0.101, -0.149, 0.135], [-0.101, 0.060, -0.076], [0.350, 0.162, 0.662], [-0.534, -0.616, 0.066], [0.679, -0.109, -0.905], [0.325, -0.418, -0.114], [1.575, 0.207, 0.638], [-1.825, -0.396, 0.436], [-0.708, 1.174, -0.485], [-0.084, -0.073, -0.012], [0.004, 0.138, -0.330], [0.069, 0.127, -0.275], [0.479, 0.184, 0.017], [-0.195, 0.428, 0.448], [-0.545, -0.422, -0.101], [0.803, -0.629, 0.367], [0.141, -0.380, -0.737], [0.436, 0.633, 2.044], [-1.691, -0.589, -0.787], [0.243, 0.621, -0.768], [-0.090, -0.001, -0.061], [0.277, -0.040, -0.179], [0.316, -0.009, -0.125], [-0.007, 0.010, 0.126]]}



3.
{"formula": "C43H43AsN5PdSTe", "method": "ωB97M-V/def2-TZVPD", "charge": -1, "mol_weight_da": 970.9, "largest_force_ev_per_a": 0.8, "homo_lumo_gap_ev": 6.2, "e_above_lowest_kj_mol": 0.0, "lumo_energy_ev": 1.95, "homo_energy_ev": -4.2, "e_tot_ha": -4967.998327, "elements": ["Pd", "S", "C", "N", "N", "C", "C", "C", "C", "C", "C", "N", "N", "C", "C", "C", "C", "C", "C", "H", "H", "H", "H", "H", "H", "H", "H", "H", "H", "H", "Te", "C", "C", "C", "C", "C", "C", "H", "H", "H", "H", "H", "C", "C", "C", "C", "C", "C", "As", "N", "C", "C", "C", "C", "C", "C", "C", "C", "C", "C", "C", "C", "C", "C", "C", "C", "C", "C", "H", "H", "H", "H", "H", "H", "H", "H", "H", "H", "H", "H", "H", "H", "H", "H", "H", "H", "H", "H", "H", "H", "H", "H", "H", "H", "H"], "coordinates": [[-1.0199, 0.4472, -0.0212], [1.1161, -1.2306, -0.1701], [1.4903, -0.6696, 1.4022], [2.7030, -0.5758, 1.8516], [2.8384, -0.1230, 3.1894], [2.5114, -0.8373, 4.3127], [1.9231, -2.1103, 4.2643], [1.6270, -2.7833, 5.4393], [1.8928, -2.2266, 6.6855], [2.4715, -0.9627, 6.7342], [2.7762, -0.2752, 5.5723], [0.4591, -0.3329, 2.3796], [-0.6369, 0.0412, 2.0013], [-1.5936, 0.2621, 3.0827], [-2.8482, 0.6951, 2.7173], [-3.8158, 0.9097, 3.6907], [-3.5147, 0.6870, 5.0241], [-2.2424, 0.2479, 5.3850], [-1.2773, 0.0334, 4.4171], [3.5269, 0.5999, 3.2840], [1.7101, -2.5641, 3.3072], [1.1748, -3.7665, 5.3755], [1.6613, -2.7656, 7.5948], [2.6795, -0.4992, 7.6922], [3.2111, 0.7175, 5.6245], [-3.0655, 0.8443, 1.6665], [-4.8032, 1.2421, 3.3959], [-4.2696, 0.8454, 5.7847], [-2.0019, 0.0679, 6.4250], [-0.2844, -0.3123, 4.6770], [-2.3994, -1.6822, -0.3695], [-4.3721, -0.8997, -0.1609], [-4.9742, -0.1759, -1.1916], [-6.2690, 0.3140, -1.0633], [-6.9880, 0.0929, 0.1048], [-6.3999, -0.6169, 1.1441], [-5.1048, -1.1094, 1.0105], [-4.4154, 0.0154, -2.0999], [-6.7179, 0.8697, -1.8789], [-7.9985, 0.4698, 0.2033], [-6.9480, -0.7878, 2.0640], [-4.6527, -1.6624, 1.8253], [-1.0881, 7.1533, 4.9568], [-0.5671, 6.1375, 3.9728], [0.7951, 5.9262, 3.8051], [1.2813, 4.9980, 2.8936], [2.7811, 4.8186, 2.8015], [0.3874, 4.2617, 2.0888], [1.3216, 2.9418, 0.9252], [0.2336, 2.0940, -0.2749], [-0.5299, 2.5324, -1.3114], [-1.0338, 1.5158, -2.1734], [-2.0098, 1.8265, -3.1344], [-2.4368, 3.1191, -3.3172], [-1.8601, 4.1427, -2.5420], [-0.9430, 3.8669, -1.5593], [2.2606, 4.0523, -0.4367], [3.1184, 3.2670, -1.2310], [3.3398, 1.7879, -1.0085], [3.7929, 3.8498, -2.3039], [3.6603, 5.1898, -2.6165], [4.3904, 5.8038, -3.7817], [2.8299, 5.9575, -1.8133], [2.1257, 5.4246, -0.7363], [1.2847, 6.4168, 0.0371], [-0.9882, 4.4055, 2.3082], [-2.0472, 3.5713, 1.6265], [-1.4345, 5.3526, 3.2310], [-0.2757, 7.7462, 5.3778], [-1.6122, 6.6676, 5.7829], [-1.7942, 7.8360, 4.4799], [1.5010, 6.4993, 4.4002], [3.2897, 5.5312, 3.4515], [3.1577, 4.9630, 1.7861], [3.0711, 3.8100, 3.1066], [-0.5241, 0.5594, -2.2282], [-2.3874, 1.0335, -3.7696], [-3.1759, 3.3538, -4.0724], [-2.1590, 5.1717, -2.7106], [-0.5204, 4.6613, -0.9595], [3.2831, 1.4859, 0.0362], [4.3201, 1.4953, -1.3880], [2.5851, 1.1935, -1.5270], [4.4385, 3.2211, -2.9104], [4.9697, 5.0537, -4.3199], [5.0765, 6.5859, -3.4493], [3.6916, 6.2604, -4.4858], [2.7082, 7.0144, -2.0358], [1.0603, 7.2753, -0.5975], [1.8196, 6.7868, 0.9159], [0.3473, 6.0055, 0.3981], [-1.6479, 2.6448, 1.2215], [-2.5158, 4.1113, 0.8029], [-2.8292, 3.3170, 2.3444], [-2.5067, 5.4644, 3.3749]], "forces_ev_per_a": [[0.330, 0.479, -0.496], [0.021, -0.126, 0.359], [0.272, 0.212, -0.061], [0.105, -0.091, 0.227], [-0.441, 0.130, -0.118], [0.230, -0.118, -0.132], [0.013, 0.057, 0.035], [-0.024, 0.021, 0.020], [0.017, -0.005, -0.070], [-0.013, 0.040, -0.039], [-0.001, -0.029, 0.080], [0.258, -0.559, 0.133], [-0.483, 0.228, 0.373], [0.205, -0.048, -0.331], [-0.297, -0.043, -0.051], [0.017, -0.005, -0.029], [0.056, -0.024, 0.015], [-0.033, 0.022, -0.058], [0.210, -0.045, 0.041], [0.093, -0.022, -0.054], [0.005, -0.004, -0.027], [0.008, 0.014, -0.006], [-0.024, 0.012, -0.007], [0.013, -0.005, -0.021], [0.003, -0.014, 0.003], [-0.031, -0.023, -0.002], [0.000, -0.014, -0.006], [0.013, 0.013, 0.001], [0.006, 0.001, -0.005], [-0.024, 0.000, 0.021], [-0.293, -0.177, 0.115], [-0.079, -0.003, 0.031], [-0.028, 0.051, 0.054], [0.050, -0.028, 0.028], [0.056, -0.023, 0.014], [0.080, -0.005, -0.055], [-0.059, 0.007, -0.094], [-0.007, -0.018, -0.007], [0.019, -0.001, 0.014], [-0.003, 0.013, 0.008], [0.006, -0.013, -0.014], [-0.005, 0.009, -0.005], [0.000, -0.035, -0.026], [0.004, 0.001, 0.008], [-0.026, 0.014, 0.008], [0.043, 0.007, -0.016], [-0.085, 0.014, -0.034], [0.074, 0.080, -0.003], [-0.019, 0.062, 0.013], [-0.343, -0.195, -0.084], [0.131, 0.146, 0.188], [-0.050, 0.238, -0.029], [0.017, -0.145, 0.056], [0.056, 0.090, 0.041], [-0.038, -0.052, 0.009], [-0.080, -0.023, 0.059], [-0.103, 0.012, -0.070], [0.053, -0.025, 0.022], [-0.003, 0.031, -0.095], [0.033, -0.049, 0.023], [0.012, 0.011, 0.020], [-0.013, -0.010, 0.012], [-0.021, -0.004, -0.008], [0.026, -0.001, 0.004], [0.024, -0.075, -0.030], [-0.053, -0.041, 0.036], [0.103, 0.146, -0.001], [-0.029, -0.017, -0.002], [-0.003, -0.007, -0.006], [0.006, -0.001, -0.005], [0.007, -0.004, 0.003], [-0.019, -0.016, -0.016], [-0.024, -0.019, 0.013], [-0.005, 0.005, 0.034], [0.003, -0.012, -0.011], [0.077, -0.109, 0.006], [-0.005, -0.016, 0.034], [0.013, 0.015, 0.010], [0.010, -0.014, -0.007], [-0.056, -0.007, 0.036], [0.024, 0.012, 0.026], [-0.020, 0.017, -0.023], [-0.030, 0.013, 0.025], [-0.005, 0.018, 0.016], [-0.003, 0.004, 0.002], [-0.004, -0.004, 0.001], [0.004, -0.006, 0.006], [0.009, -0.026, -0.003], [0.022, -0.006, 0.008], [-0.025, -0.027, -0.003], [-0.030, -0.028, 0.003], [0.011, 0.073, -0.004], [0.010, 0.054, -0.078], [0.051, 0.057, -0.054], [0.027, -0.011, 0.005]]}



4.
{"formula": "H20O10", "method": "ωB97M-V/def2-TZVPD", "mol_weight_da": 180.1, "largest_force_ev_per_a": 8.1, "homo_lumo_gap_ev": 9.8, "e_above_lowest_kj_mol": 781.2, "smiles": "O.O.O.O.O.O.O.O.O.O", "lumo_energy_ev": -0.27, "homo_energy_ev": -10.1, "e_tot_ha": -764.184367, "elements": ["O", "H", "H", "O", "H", "H", "O", "H", "H", "O", "H", "H", "O", "H", "H", "O", "H", "H", "O", "H", "H", "O", "H", "H", "O", "H", "H", "O", "H", "H"], "coordinates": [[0.1193, 0.9896, -0.4891], [-0.5604, 0.4507, -0.7424], [0.2985, 0.6036, 0.3571], [0.6523, -1.8799, -1.6286], [-0.2197, -1.6238, -1.9115], [1.2038, -1.0614, -1.9252], [-2.3036, 2.8338, -0.1059], [-3.1007, 2.5462, 0.2961], [-1.9962, 1.9391, -0.4895], [1.9413, -1.6042, 2.8393], [2.9058, -1.4803, 2.8978], [1.4419, -1.0040, 3.3044], [-0.2872, 4.1035, 0.7252], [-0.7744, 4.2448, -0.0674], [-0.8803, 3.7535, 1.4492], [1.6285, -3.4142, -0.4006], [1.4759, -3.1815, 0.5307], [1.3298, -4.2421, -0.5193], [3.9675, 1.9348, -2.0569], [4.3742, 1.8293, -1.2656], [3.0768, 1.5553, -1.9585], [-3.2678, -2.2363, -0.7598], [-4.0907, -2.5738, -0.9254], [-3.1711, -1.3492, -1.1697], [2.0069, 0.3767, 1.1093], [1.9313, -0.6552, 1.0950], [2.8703, 0.4494, 0.7491], [-3.2411, -0.7515, 0.4427], [-4.1575, -0.7852, 0.2755], [-3.1734, 0.2322, 0.3441]], "forces_ev_per_a": [[1.328, 2.143, 0.051], [-2.810, -2.278, -1.737], [1.038, 0.215, 0.942], [1.104, 3.436, -1.666], [-0.802, 0.121, -0.334], [-1.362, -2.085, 0.784], [0.754, -2.672, -1.665], [-1.555, 0.132, 0.775], [0.118, 2.403, 0.739], [2.068, -3.427, -1.995], [-0.992, 0.422, 0.467], [-1.080, 2.453, 1.772], [0.864, -0.015, 2.652], [-0.926, -0.177, -0.417], [0.818, 0.670, -1.953], [2.705, 3.382, 2.335], [-0.011, -0.318, -0.462], [-1.649, -4.610, -0.524], [-2.446, 0.154, -3.740], [1.925, -0.438, 3.760], [0.465, 0.329, 0.000], [3.219, -2.593, -3.449], [-3.179, -1.524, -1.287], [-0.310, -1.814, 0.116], [-0.638, -3.149, 0.473], [-0.163, 2.590, 0.400], [1.264, 0.722, -0.643], [1.518, 7.096, 3.507], [-1.781, -0.763, 0.094], [0.517, -0.406, 1.006]]}